# 1
The following is a quantum chemistry calculation of a structure of composition C7H12N2O in a non-equilibrium geometry, from the OMol25 dataset.

```
22
Properties=species:S:1:pos:R:3:forces:R:3
C 2.097 -1.578 -0.100 0.2 0.0 0.0
C 0.634 -1.273 0.061 -0.1 -0.2 -0.2
N 0.166 -0.818 1.364 0.2 0.0 0.2
C 0.080 0.104 0.244 -0.3 0.3 -0.8
C 1.009 1.253 0.323 2.7 2.8 0.5
N 1.678 1.959 1.071 0.1 0.2 -1.2
C -1.244 0.480 -0.375 0.0 0.0 -0.2
C -2.433 -0.433 -0.315 -0.1 -0.2 -0.1
C -2.421 0.838 0.490 -0.1 0.2 0.1
H 2.705 -0.994 0.604 -0.2 -0.1 -0.2
H 2.280 -2.645 0.088 0.0 0.3 0.0
H 2.425 -1.346 -1.122 0.0 -0.1 0.2
H -0.043 -1.937 -0.487 0.2 0.2 0.1
H -0.743 -1.202 1.610 0.0 0.2 -0.1
H -1.137 1.048 -1.301 0.0 -0.1 0.3
H -3.061 -0.483 -1.205 0.2 0.0 0.3
H -2.354 -1.381 0.222 0.0 0.3 -0.1
H -2.294 0.742 1.570 0.0 0.1 -0.3
H -3.056 1.667 0.176 0.2 -0.3 0.1
O 1.712 2.068 -1.175 -2.4 -1.7 0.0
H 1.714 1.313 -1.773 1.0 0.3 -0.9
H 2.286 2.617 0.029 -1.5 -2.1 2.3
```
Forces are in eV/Å.

Calculated values
- orbital gap (hartree) = 0.3659
- net charge = 0
- relative energy (zero: lowest compared OMol25 entry of this formula, charge and spin) (kJ/mol) = 534.0
- spin multiplicity = 1
- E (eV) = -12476.026

# 2
The following is a quantum chemistry calculation of an isolated molecule of C7H12N2O in a non-equilibrium geometry, from the OMol25 dataset.

```
22
Properties=species:S:1:pos:R:3:forces:R:3
N 2.074 1.052 -0.427 0.3 0.9 -0.6
C 1.629 0.097 0.414 -0.3 0.0 2.1
C 0.775 -0.981 -0.210 0.3 -0.2 -0.1
C 0.055 -1.982 0.709 0.1 -0.2 0.3
C -1.206 -1.846 -0.171 -0.2 -0.1 -0.1
C -0.613 -0.566 -0.809 0.0 0.2 -0.2
C -1.156 0.761 -0.333 0.2 0.1 -0.1
C -2.610 1.001 -0.200 -0.3 -0.1 -0.2
N -1.757 0.941 0.988 0.0 0.0 0.1
H 1.368 -1.492 -0.982 -0.1 0.0 0.1
H 0.504 -2.979 0.796 -0.1 0.3 0.0
H -0.085 -1.567 1.716 0.1 -0.1 -0.3
H -1.294 -2.653 -0.907 0.0 0.2 0.2
H -2.169 -1.756 0.350 0.2 0.0 -0.1
H -0.625 -0.550 -1.908 0.0 0.0 0.2
H -0.541 1.613 -0.639 -0.2 -0.3 0.1
H -3.021 1.985 -0.437 0.1 -0.3 0.1
H -3.285 0.163 -0.388 0.2 0.2 0.0
H -1.875 0.052 1.467 0.0 0.1 -0.1
O 1.818 0.208 1.627 -0.6 -0.4 -1.1
H 2.309 0.807 -1.378 -0.3 0.5 0.1
H 2.248 1.979 -0.020 0.4 -0.9 -0.5
```
Forces are in eV/Å.

Calculated values
- orbital gap (hartree) = 0.3713
- net charge = 0
- relative energy (zero: lowest compared OMol25 entry of this formula, charge and spin) (kJ/mol) = 150.2
- spin multiplicity = 1
- E (eV) = -12480.003
- SMILES = NC(=O)[C@H]1CC[C@H]1[C@H]1CN1

# 3
The following is a quantum chemistry calculation of a cluster of 2 separate species, C7H12N2O2 in total in a non-equilibrium geometry, from the OMol25 dataset.

```
23
Properties=species:S:1:pos:R:3:forces:R:3
C 3.712 -0.856 -2.062 0.7 0.3 -0.7
C 2.993 0.672 -0.318 0.8 0.2 0.2
C 2.002 -0.399 -0.473 -1.1 -0.6 0.4
C -1.357 -1.002 2.213 0.5 -0.6 -0.3
C -2.412 0.435 0.716 -3.5 2.2 -0.1
C -3.563 0.982 0.152 2.6 -0.1 0.2
C -4.953 1.030 0.640 0.4 -0.5 1.3
H 4.477 -0.252 -3.672 0.1 0.0 0.0
H 3.468 -1.873 -2.450 0.1 0.7 0.3
H 3.089 1.417 -1.103 -0.1 0.0 0.3
H 3.304 0.950 0.695 -0.1 0.0 -0.5
H 1.335 -0.374 -1.348 0.2 0.0 0.5
H 1.633 -0.884 0.437 -0.2 0.2 -0.5
H -0.523 -0.313 2.371 0.0 -0.1 0.1
H -1.519 -1.620 3.108 -0.3 0.6 -0.2
H -1.091 -1.707 1.401 -0.1 0.4 0.2
H -1.495 0.879 0.277 0.1 -1.2 0.7
H -3.323 1.659 -0.679 -0.4 -0.5 0.0
H -5.714 1.108 -0.172 0.0 0.1 0.5
N 4.287 0.071 -2.726 -0.4 -0.8 0.1
N 3.398 -0.677 -0.716 0.1 0.1 -0.1
O -2.523 -0.254 1.878 0.9 -0.2 -0.9
O -5.227 1.008 1.833 -0.2 -0.1 -1.5
```
Forces are in eV/Å.

Calculated values
- orbital gap (hartree) = 0.3502
- net charge = 0
- relative energy (zero: lowest compared OMol25 entry of this formula, charge and spin) (kJ/mol) = 466.6
- spin multiplicity = 1
- E (eV) = -14524.954
- SMILES = [H]/N=C/N1CC1.CO/C=C\C=O

# 4
The following is a quantum chemistry calculation of an isolated molecule of C7H12N2O2 in a non-equilibrium geometry, from the OMol25 dataset.

```
23
Properties=species:S:1:pos:R:3:forces:R:3
C 0.158 2.169 0.530 0.1 -1.7 -1.7
C -1.030 -1.174 -0.776 -0.6 -4.3 1.7
C 0.129 -2.043 -0.112 -1.5 -0.2 1.2
C -0.841 -0.553 1.394 0.9 -0.8 2.3
C 1.459 -0.313 0.817 3.9 -1.1 2.6
C -1.068 0.038 0.016 1.2 1.2 0.9
C 0.224 0.933 -0.269 -4.1 1.7 -0.6
N 0.532 -1.298 1.047 -2.1 2.6 1.4
N 0.680 1.109 -1.606 0.1 -0.2 0.6
O 0.373 3.220 -0.232 -0.2 2.7 1.7
O -0.170 2.208 1.673 -0.4 0.6 2.0
H -0.752 -1.153 -1.765 -0.2 0.5 -2.5
H -1.905 -1.869 -0.546 0.5 1.4 -1.0
H -0.252 -3.051 0.213 0.6 0.9 -0.6
H 0.982 -2.060 -0.700 1.5 -0.8 -1.6
H -0.769 0.172 2.273 0.2 -1.1 -1.5
H -1.473 -1.427 1.697 0.0 1.0 -0.5
H 2.192 -0.468 0.054 0.4 -0.4 -0.5
H 1.830 0.406 1.615 -1.1 -1.2 -0.8
H -1.972 0.640 -0.121 0.0 0.0 0.1
H -0.119 1.367 -2.168 0.0 -0.4 -0.7
H 1.186 0.311 -1.988 -0.2 0.1 0.0
H 0.605 2.838 -1.046 1.1 -0.4 -2.4
```
Forces are in eV/Å.

Calculated values
- orbital gap (alpha / beta) (hartree) = 0.1897 / 0.2855
- net charge = 0
- relative energy (zero: lowest compared OMol25 entry of this formula, charge and spin) (kJ/mol) = 69.6
- spin multiplicity = 3
- <S²> = 2.007
- E (eV) = -14522.656

# 5
The following is a quantum chemistry calculation of an isolated molecule of C7H12N2O3 in a non-equilibrium geometry, from the OMol25 dataset.

```
24
Properties=species:S:1:pos:R:3:forces:R:3
C 1.655 -0.817 1.642 3.1 -2.7 0.5
C 0.907 0.275 1.004 1.3 2.7 1.5
C 0.039 0.973 -1.199 -4.2 -1.9 -0.6
C -0.913 2.230 -1.148 2.2 -3.2 1.0
C -0.761 -0.148 -2.151 1.7 0.6 0.7
C -1.516 -1.074 -1.202 0.2 2.2 1.3
C -0.498 -1.241 -0.036 -3.7 -1.5 -0.6
H 0.934 -0.832 3.437 1.0 0.3 0.5
H 1.773 0.548 3.012 0.7 -2.5 1.1
H 1.375 -1.896 1.585 -0.4 1.0 -0.4
H 2.696 -0.790 1.130 -1.5 0.1 0.6
H 0.987 1.377 -1.580 0.3 -1.1 0.7
H -0.045 -0.670 -2.765 0.7 -0.6 0.3
H -1.386 0.212 -2.925 -0.8 1.3 -0.3
H -2.459 -0.468 -0.862 1.6 -1.6 -0.3
H -1.733 -2.019 -1.617 -0.7 -0.9 -0.6
H 0.370 -1.737 -0.371 0.8 -1.2 -0.6
H -1.021 -1.966 0.784 1.4 2.6 -1.2
H -0.922 1.844 0.708 -0.3 0.0 -0.5
N 1.882 -0.551 3.101 -2.1 2.6 -1.3
N -0.137 0.133 0.178 1.6 1.0 -1.1
O 1.328 1.396 1.339 -0.8 -0.4 -1.0
O -1.121 2.894 -2.094 -0.6 1.2 -1.4
O -1.436 2.326 0.031 -1.5 1.7 1.8
```
Forces are in eV/Å.

Calculated values
- orbital gap (hartree) = 0.3877
- net charge = 0
- relative energy (zero: lowest compared OMol25 entry of this formula, charge and spin) (kJ/mol) = 246.7
- spin multiplicity = 1
- E (eV) = -16574.299
- SMILES = NCC(=O)N1CCC[C@H]1C(=O)O

# 6
The following is a quantum chemistry calculation of a structure of composition C7H12N2O3 in a non-equilibrium geometry, from the OMol25 dataset.

```
24
Properties=species:S:1:pos:R:3:forces:R:3
C 1.154 -2.067 -1.369 1.5 -1.5 -0.1
C 0.042 -1.568 -1.957 -4.5 5.0 -0.4
C -0.663 2.458 -2.547 0.0 -2.5 0.0
C 0.009 -2.092 1.998 1.6 2.0 0.9
C 0.433 0.466 2.626 -0.7 2.0 -0.8
C -0.070 1.535 -1.510 0.5 0.5 1.4
C -0.248 -0.557 1.711 1.2 -1.3 1.3
N 2.154 -2.361 -0.904 1.0 -0.3 0.7
N -0.778 -0.459 -0.566 1.7 -5.6 0.3
O -0.462 -1.416 -3.032 1.1 -1.1 1.7
O -1.198 0.607 -1.115 1.5 3.5 -1.4
O 0.281 -0.251 0.403 -1.7 0.4 -0.7
H -1.316 1.883 -3.215 0.5 0.3 -0.2
H -1.263 3.055 -1.972 -1.9 1.8 1.1
H 0.016 3.098 -3.028 1.1 0.5 -0.8
H -0.132 -2.639 1.122 -1.1 -1.0 -1.3
H 1.024 -2.396 2.254 0.6 0.9 -0.1
H -0.485 -2.447 2.867 -1.3 -0.3 0.4
H 0.006 0.566 3.593 -1.0 -0.5 1.0
H 0.238 1.519 2.198 0.5 -1.6 0.3
H 1.475 0.403 2.883 0.7 -0.5 -0.7
H 0.260 2.130 -0.591 -0.8 -0.8 -1.0
H 0.858 0.966 -1.718 -0.8 -0.2 -0.5
H -1.337 -0.432 1.868 0.5 0.3 -1.0
```
Forces are in eV/Å.

Calculated values
- orbital gap (hartree) = 0.2826
- net charge = 0
- relative energy (zero: lowest compared OMol25 entry of this formula, charge and spin) (kJ/mol) = 735.8
- spin multiplicity = 1
- E (eV) = -16569.230

# 7
The following is a quantum chemistry calculation of an isolated molecule of C7H12N2O3S in a non-equilibrium geometry, from the OMol25 dataset.

```
25
Properties=species:S:1:pos:R:3:forces:R:3
C 1.070 0.070 -1.788 -0.6 1.3 -0.2
C 0.890 -2.171 -1.465 0.1 2.5 0.9
C -0.181 -1.540 -0.604 -0.1 -0.2 2.0
C -0.668 0.971 -0.002 1.6 1.4 0.3
C 0.528 0.486 0.750 0.4 -0.8 2.8
C -2.088 0.814 0.288 -0.9 2.9 0.2
C 1.723 1.340 0.903 1.8 3.0 -0.2
N 1.456 -1.042 -2.149 1.1 -0.2 -2.2
N 0.182 -0.094 -0.552 -0.2 -1.5 -0.6
O 1.770 2.062 -3.703 0.1 -0.4 -0.5
O 1.125 2.652 -1.422 0.0 0.7 -1.6
O -0.579 1.707 -2.860 1.5 0.1 -0.4
S 0.863 1.874 -2.632 -1.4 -1.1 2.3
H 1.676 -2.655 -0.922 0.2 -0.5 0.5
H 0.406 -2.818 -2.090 -0.6 -1.9 -2.1
H -1.239 -1.679 -0.781 -0.1 0.1 -1.1
H -0.051 -2.066 0.327 -0.1 0.6 1.0
H -0.358 1.877 -0.528 -0.6 -0.2 0.3
H 0.560 -0.235 1.666 -1.1 0.8 -2.0
H -2.184 -0.103 0.787 -1.2 -1.2 0.6
H -2.656 1.008 -0.627 0.0 -1.0 -0.1
H -2.477 1.729 0.900 1.0 -1.8 -0.5
H 1.735 2.169 0.084 0.2 -1.8 1.8
H 2.726 0.812 0.847 -1.3 0.3 0.2
H 1.664 1.920 1.903 0.1 -1.2 -1.4
```
Forces are in eV/Å.

Calculated values
- orbital gap (hartree) = 0.3772
- net charge = 0
- relative energy (zero: lowest compared OMol25 entry of this formula, charge and spin) (kJ/mol) = 422.6
- spin multiplicity = 1
- E (eV) = -27407.476
- SMILES = C[C@H]1[C@H](C)[N+]12CCN=C2S(=O)(=O)[O-]

# 8
The following is a quantum chemistry calculation of an isolated molecule of C7H12N2O5 in a non-equilibrium geometry, from the OMol25 dataset.

```
26
Properties=species:S:1:pos:R:3:forces:R:3
C -1.429 0.918 0.332 -0.2 0.6 1.4
C -0.471 -0.207 0.291 1.5 -5.1 1.1
C -2.866 0.859 -0.114 0.2 0.6 0.3
C -3.608 -0.417 -0.146 -1.0 -1.8 1.4
C 1.941 -0.568 0.302 -0.9 -2.3 -2.4
C 3.142 0.330 0.153 0.1 -2.1 -0.6
C 2.175 -1.909 -0.543 1.4 1.7 0.1
H -1.083 3.023 0.385 -0.7 1.2 2.1
H -1.124 2.377 -0.938 0.6 -0.1 -0.4
H -1.496 0.732 1.395 -0.2 1.2 1.1
H -2.934 1.211 -1.147 -0.3 0.6 0.2
H -3.432 1.424 0.678 0.3 0.1 -1.5
H -2.050 -1.569 0.452 0.0 0.3 -0.1
H 0.605 1.008 -0.585 1.7 -0.1 0.3
H 1.593 -0.688 1.308 1.0 -1.0 1.0
H 3.097 -2.384 -0.306 0.3 -1.0 1.7
H 1.355 -2.557 -0.641 -1.1 -0.7 0.5
H 2.574 -1.764 -1.550 -0.9 1.3 -0.5
H 5.130 0.122 0.122 -0.2 0.5 -0.1
N -0.745 2.197 -0.006 -0.6 -2.0 -2.2
N 0.710 0.070 -0.175 0.5 2.3 -1.6
O -0.594 -1.367 0.892 -0.9 3.1 -1.2
O -4.819 -0.334 -0.207 0.9 -0.6 -0.5
O -2.958 -1.582 0.020 -1.3 0.4 -0.5
O 2.959 1.482 0.011 1.2 2.0 0.0
O 4.329 -0.407 0.018 -1.4 0.9 0.7
```
Forces are in eV/Å.

Calculated values
- orbital gap (hartree) = 0.3753
- net charge = 0
- relative energy (zero: lowest compared OMol25 entry of this formula, charge and spin) (kJ/mol) = 247.2
- spin multiplicity = 1
- E (eV) = -20670.270
- SMILES = C[C@H](NC(=O)[C@@H](N)CC(=O)O)C(=O)O

# 9
The following is a quantum chemistry calculation of the ion C7H12N3 with charge +1 in a non-equilibrium geometry, from the OMol25 dataset.

```
22
Properties=species:S:1:pos:R:3:forces:R:3
C 1.194 2.041 -1.234 0.3 -0.1 0.2
C 1.096 0.803 0.795 -0.2 0.0 0.6
C -0.220 2.124 -1.586 -1.0 0.0 -0.2
C 0.974 -0.490 0.895 -0.1 0.0 -0.1
C -2.480 2.065 -1.003 -0.6 0.1 -0.3
C -0.617 -2.231 0.756 -1.1 -0.4 -0.2
C 1.748 -2.698 1.241 0.8 -0.7 0.3
N 1.682 1.473 -0.222 0.9 0.3 -0.6
N -1.102 1.899 -0.711 1.2 -0.2 0.3
N 0.722 -1.715 0.951 0.2 0.7 0.0
H 1.899 2.534 -1.892 0.1 0.0 -0.1
H 0.948 1.395 1.698 -0.2 -0.2 0.1
H -0.444 2.419 -2.617 -0.1 0.1 0.1
H -2.837 2.912 -0.416 -0.1 0.0 0.0
H -2.685 2.249 -2.064 -0.1 0.0 0.0
H -3.020 1.184 -0.656 -0.1 0.0 -0.1
H -0.988 -2.650 1.693 0.1 0.0 0.0
H -1.286 -1.438 0.432 0.1 0.0 0.0
H -0.604 -3.018 0.003 0.1 0.0 0.0
H 1.566 -3.154 2.214 -0.1 0.0 0.0
H 1.725 -3.475 0.478 -0.1 0.0 0.0
H 2.730 -2.230 1.247 -0.1 0.1 0.0
```
Forces are in eV/Å.

Calculated values
- orbital gap (hartree) = 0.3379
- net charge = +1
- relative energy (zero: lowest compared OMol25 entry of this formula, charge and spin) (kJ/mol) = 409.1
- spin multiplicity = 1
- E (eV) = -11914.302
- SMILES = C/N=C/C=N\C=C=[N+](C)C

# 10
The following is a quantum chemistry calculation of the ion C7H12N3 with charge +1 in a non-equilibrium geometry, from the OMol25 dataset.

```
22
Properties=species:S:1:pos:R:3:forces:R:3
C -0.051 0.424 -0.300 0.6 -0.2 -1.9
C 2.249 0.112 1.065 1.8 -0.8 2.4
C -2.290 -0.027 -0.244 1.3 -0.3 0.0
C -2.081 1.351 0.276 1.1 0.8 0.2
C 2.150 -0.673 -0.240 -0.3 2.6 2.1
C 2.486 0.749 -0.227 -1.4 -0.4 1.4
C -0.482 -1.972 -0.272 -2.5 -2.2 1.2
N -0.892 -0.634 -0.258 0.2 4.2 1.4
N 1.282 0.312 -0.859 -2.8 -0.8 -0.4
N -0.681 1.597 -0.158 -0.5 -2.7 0.5
H 1.353 0.399 1.632 0.1 -0.4 -0.3
H 3.144 -0.080 1.779 -1.5 0.3 -1.5
H -3.100 -0.560 0.188 -0.1 -0.9 0.8
H -2.506 0.139 -1.248 -0.6 -0.3 -2.1
H -2.751 2.080 -0.143 -0.3 0.2 -0.4
H -2.125 1.452 1.338 -0.1 -0.1 0.9
H 2.721 -1.456 -0.572 0.7 -1.8 -1.2
H 3.213 1.378 -0.596 1.3 1.0 -1.0
H 0.014 -2.346 0.620 0.4 0.5 0.2
H -1.452 -2.540 -0.238 1.1 0.1 -0.6
H 0.081 -2.152 -1.133 0.7 -0.7 -1.3
H -0.281 2.444 -0.410 0.8 1.7 -0.3
```
Forces are in eV/Å.

Calculated values
- orbital gap (hartree) = 0.4053
- net charge = +1
- relative energy (zero: lowest compared OMol25 entry of this formula, charge and spin) (kJ/mol) = 415.1
- spin multiplicity = 1
- E (eV) = -11914.239
- SMILES = CN1CC[NH+]=C1N1[C@@H]2C[C@@H]21